DFT (wB97M-V/def2-TZVPD) results for a cluster of 7 separate species, C36H54BNO15 in total.

* DFT total energy: -2612.46230 hartree
* E_LUMO: -1.03 eV
* relative energy (zero: lowest compared OMol25 entry of this formula, charge and spin): 0.000 eV
* charge: 0
* SMILES: CB(O)C1=CC(=O)C=C(CCCCCN)C1=O.O=C1CCCO1.O=C1CCCO1.O=C1CCCO1.O=C1CCCO1.O=C1CCCO1.O=C1CCCO1
* E_HOMO: -8.188 eV
* 2S+1: 1

```
107
C36H54BNO15 | OMol25 | wB97M-V/def2-TZVPD
C -2.977 6.862 5.799
B -4.273 6.633 4.937
O -5.381 7.454 5.064
C -4.272 5.456 3.871
C -4.498 5.750 2.580
C -4.495 4.713 1.523
O -4.698 4.974 0.344
C -4.222 3.330 1.961
C -3.962 2.999 3.241
C -3.636 1.597 3.637
C -2.117 1.405 3.791
C -1.285 1.816 2.562
C -0.296 2.974 2.824
C -0.629 4.247 2.061
N 0.500 5.185 2.174
C -3.982 4.056 4.292
O -3.749 3.791 5.461
H -3.172 6.689 6.854
H -2.174 6.215 5.462
H -2.677 7.903 5.669
H -5.332 8.201 4.465
H -4.691 6.767 2.264
H -4.233 2.568 1.196
H -4.063 0.871 2.952
H -4.077 1.385 4.610
H -1.769 1.956 4.659
H -1.952 0.348 3.981
H -0.700 0.951 2.259
H -1.900 2.077 1.704
H -0.210 3.191 3.885
H 0.688 2.668 2.485
H -0.809 4.001 1.013
H -1.503 4.747 2.477
H 0.178 6.141 2.115
H 1.151 5.040 1.411
O 2.034 3.518 0.422
C 2.970 2.815 0.685
C 3.430 1.575 -0.051
C 4.368 0.923 0.960
C 4.882 2.130 1.732
O 3.798 3.076 1.718
H 3.950 1.887 -0.960
H 2.587 0.940 -0.306
H 5.162 0.329 0.512
H 3.798 0.274 1.619
H 5.749 2.595 1.254
H 5.134 1.899 2.764
O 2.598 -1.677 -0.047
C 3.520 -2.397 0.210
C 3.977 -3.626 -0.537
C 4.908 -4.302 0.466
C 5.429 -3.111 1.255
O 4.351 -2.155 1.255
H 4.525 -3.311 -1.434
H 3.127 -4.248 -0.808
H 5.701 -4.890 0.008
H 4.333 -4.958 1.122
H 6.297 -2.649 0.781
H 5.678 -3.359 2.285
O -5.828 -1.013 5.614
C -6.258 -1.118 4.505
C -7.653 -0.762 4.025
C -7.726 -1.462 2.669
C -6.268 -1.465 2.238
O -5.511 -1.553 3.460
H -7.718 0.323 3.930
H -8.401 -1.119 4.726
H -8.381 -0.982 1.950
H -8.074 -2.487 2.803
H -5.985 -0.542 1.724
H -6.013 -2.311 1.604
O 6.112 -3.319 -2.619
C 6.371 -4.088 -3.506
C 5.957 -3.995 -4.959
C 6.227 -5.409 -5.469
C 7.366 -5.856 -4.568
O 7.130 -5.180 -3.309
H 6.590 -3.256 -5.452
H 4.914 -3.704 -5.041
H 6.473 -5.462 -6.521
H 5.349 -6.034 -5.293
H 8.341 -5.556 -4.942
H 7.370 -6.930 -4.399
O 8.592 -5.770 -7.350
C 9.064 -4.720 -7.677
C 10.234 -4.476 -8.607
C 10.595 -3.021 -8.310
C 9.252 -2.444 -7.885
O 8.557 -3.538 -7.254
H 9.893 -4.615 -9.634
H 11.044 -5.166 -8.391
H 11.041 -2.491 -9.149
H 11.296 -2.979 -7.475
H 8.656 -2.105 -8.735
H 9.344 -1.628 -7.173
O -9.941 -3.254 -0.380
C -10.024 -2.120 -0.741
C -11.029 -1.523 -1.706
C -10.391 -0.181 -2.065
C -9.595 0.134 -0.806
O -9.196 -1.146 -0.281
H -11.979 -1.400 -1.184
H -11.162 -2.172 -2.566
H -11.104 0.598 -2.325
H -9.712 -0.311 -2.908
H -10.197 0.644 -0.050
H -8.705 0.726 -1.005
```

---

DFT (wB97M-V/def2-TZVPD) results for a structure of composition C36H54CdN2OSSb2Te in a non-equilibrium geometry.

* DFT total energy: -2903.07201 hartree
* E_LUMO (spin up / spin down): -2.14 / -3.47 eV
* expectation value of S²: 0.76
* relative energy (zero: lowest compared OMol25 entry of this formula, charge and spin): 0.804 eV
* charge: +1
* E_HOMO (spin up / spin down): -9.472 / -10.302 eV
* 2S+1: 2

```
98
C36H54CdN2OSSb2Te | OMol25 | wB97M-V/def2-TZVPD
Cd -0.792 0.106 0.020
C -2.426 -0.082 3.371
Sb -0.348 -0.361 2.899
C 0.430 0.688 4.613
C 0.004 -2.389 3.699
C -1.269 -3.132 3.919
C -1.984 -2.892 5.096
C -3.207 -3.487 5.338
C -3.738 -4.356 4.394
C -3.024 -4.634 3.243
C -1.785 -4.043 2.982
C -1.074 -4.391 1.719
Sb -1.402 -2.877 0.161
C -3.524 -3.160 0.064
C -1.005 -4.173 -1.518
H -2.644 -0.391 4.390
H -3.044 -0.654 2.679
H -2.652 0.978 3.244
H -0.236 0.506 5.455
H 0.497 1.756 4.418
H 1.424 0.307 4.840
H 0.523 -2.204 4.639
H 0.686 -2.890 3.016
H -1.554 -2.228 5.839
H -3.745 -3.280 6.253
H -4.699 -4.823 4.564
H -3.424 -5.342 2.526
H -1.464 -5.314 1.294
H 0.002 -4.499 1.845
H -3.731 -4.224 -0.045
H -3.893 -2.608 -0.796
H -4.005 -2.779 0.962
H -1.557 -5.102 -1.389
H 0.058 -4.388 -1.607
H -1.345 -3.672 -2.423
C -0.029 0.001 -4.598
C 0.161 -0.133 -3.172
N 0.330 -0.248 -2.044
H -1.086 0.150 -4.818
H 0.317 -0.903 -5.097
H 0.541 0.854 -4.964
C 4.233 -0.104 0.402
S 2.488 0.359 0.530
C 2.573 2.063 -0.081
H 4.827 0.538 1.049
H 4.571 -0.023 -0.629
H 4.319 -1.135 0.735
H 3.019 2.075 -1.074
H 3.158 2.672 0.605
H 1.553 2.443 -0.136
C -4.195 1.527 -1.733
C -2.926 1.024 -1.083
O -2.839 -0.239 -0.860
N -1.938 1.805 -0.716
Te -1.862 4.049 -0.974
C -3.095 4.109 0.759
C -2.478 3.906 2.003
C -0.994 3.682 2.141
C -3.249 3.958 3.157
C -4.615 4.208 3.113
C -5.438 4.279 4.368
C -5.202 4.391 1.871
C -4.472 4.348 0.686
C -5.229 4.578 -0.596
C -2.582 6.027 -1.693
C -3.154 6.162 -2.955
C -3.433 4.982 -3.855
C -3.514 7.429 -3.406
C -3.321 8.557 -2.625
C -3.700 9.926 -3.118
C -2.736 8.399 -1.374
C -2.354 7.155 -0.889
C -1.693 7.086 0.465
H -4.653 0.721 -2.301
H -3.999 2.380 -2.379
H -4.886 1.833 -0.946
H -0.673 2.825 1.547
H -0.732 3.502 3.184
H -0.437 4.557 1.799
H -2.766 3.817 4.118
H -4.803 4.348 5.250
H -6.066 3.391 4.470
H -6.099 5.146 4.345
H -6.270 4.577 1.814
H -6.188 4.058 -0.567
H -4.674 4.236 -1.464
H -5.437 5.642 -0.727
H -2.783 4.140 -3.618
H -3.279 5.257 -4.898
H -4.471 4.655 -3.752
H -3.951 7.529 -4.394
H -4.319 9.866 -4.012
H -2.806 10.504 -3.360
H -4.247 10.475 -2.350
H -2.556 9.277 -0.761
H -1.338 8.071 0.763
H -0.839 6.407 0.443
H -2.391 6.733 1.226
```

---

DFT (wB97M-V/def2-TZVPD) results for a structure of composition C36H54O3P3RuS2Si in a non-equilibrium geometry.

* DFT total energy: -3834.52194 hartree
* E_LUMO (spin up / spin down): -2.88 / -5.08 eV
* expectation value of S²: 6.02
* charge: +1
* E_HOMO (spin up / spin down): -10.559 / -11.570 eV
* 2S+1: 5

```
100
C36H54O3P3RuS2Si | OMol25 | wB97M-V/def2-TZVPD
Ru 0.064 -0.791 -0.571
C 4.174 -2.918 0.262
C 3.924 -1.907 -0.860
C 3.753 -2.636 -2.193
P 2.583 -0.644 -0.523
C 3.057 0.832 -1.609
C 4.491 1.324 -1.470
C 2.723 0.584 -3.079
C 3.034 0.056 1.106
C 4.317 -0.011 1.647
C 4.598 0.580 2.870
C 3.608 1.255 3.565
C 2.339 1.355 3.021
C 2.047 0.765 1.799
Si 0.321 0.939 1.015
C -1.069 0.739 2.312
C -1.313 1.787 3.196
C -2.231 1.646 4.218
C -2.894 0.442 4.379
C -2.683 -0.591 3.482
C -1.791 -0.455 2.425
P -1.444 -1.839 1.229
C -0.770 -3.089 2.451
C 0.415 -2.450 3.178
C -1.751 -3.673 3.466
C -3.134 -2.409 0.593
C -3.115 -2.448 -0.940
C -4.303 -1.544 1.065
C 0.127 2.622 0.121
C 0.666 3.792 0.633
C 0.400 5.011 0.037
C -0.441 5.070 -1.062
C -0.981 3.910 -1.590
C -0.677 2.676 -1.024
P -1.358 1.082 -1.627
C -0.898 0.931 -3.439
C -1.754 -0.122 -4.145
C -0.776 2.218 -4.246
C -3.209 1.360 -1.460
C -3.488 2.042 -0.120
C -3.905 2.120 -2.584
H 5.206 -3.267 0.207
H 3.524 -3.783 0.153
H 4.003 -2.496 1.250
H 4.798 -1.246 -0.953
H 3.046 -3.457 -2.101
H 4.711 -3.065 -2.487
H 3.419 -1.970 -2.987
H 2.385 1.615 -1.222
H 5.195 0.660 -1.963
H 4.779 1.439 -0.430
H 4.571 2.296 -1.950
H 1.882 -0.106 -3.173
H 3.567 0.153 -3.612
H 2.466 1.519 -3.572
H 5.111 -0.523 1.125
H 5.595 0.519 3.283
H 3.825 1.704 4.521
H 1.565 1.887 3.553
H -0.791 2.725 3.073
H -2.427 2.466 4.890
H -3.583 0.310 5.198
H -3.221 -1.512 3.617
H -0.407 -3.896 1.811
H 0.105 -1.581 3.759
H 1.181 -2.148 2.465
H 0.852 -3.171 3.864
H -1.870 -3.000 4.311
H -1.328 -4.602 3.844
H -2.725 -3.908 3.042
H -3.260 -3.433 0.957
H -2.597 -1.566 -1.335
H -4.132 -2.464 -1.332
H -2.598 -3.334 -1.297
H -4.091 -0.485 0.936
H -4.550 -1.730 2.104
H -5.187 -1.783 0.476
H 1.299 3.741 1.505
H 0.840 5.910 0.439
H -0.683 6.023 -1.507
H -1.640 3.978 -2.439
H 0.112 0.510 -3.355
H -2.657 0.306 -4.573
H -2.027 -0.935 -3.472
H -1.171 -0.558 -4.952
H -1.731 2.713 -4.395
H -0.373 1.960 -5.222
H -0.080 2.912 -3.779
H -3.621 0.345 -1.439
H -3.226 3.096 -0.169
H -2.916 1.591 0.690
H -4.547 1.973 0.119
H -3.548 3.142 -2.666
H -4.967 2.164 -2.350
H -3.801 1.626 -3.544
O 1.396 -4.628 -1.237
S 0.647 -3.515 -0.752
O -0.717 -3.776 -0.343
O 1.339 -2.704 0.268
S 0.393 -2.246 -2.384
```

---

DFT (wB97M-V/def2-TZVPD) results for a structure of composition C36H54P3RuS4Si.

* DFT total energy: -4405.40220 hartree
* E_LUMO (spin up / spin down): -1.75 / -1.61 eV
* expectation value of S²: 0.77
* charge: 0
* E_HOMO (spin up / spin down): -6.013 / -5.892 eV
* 2S+1: 2

```
99
C36H54P3RuS4Si | OMol25 | wB97M-V/def2-TZVPD
Ru -0.276 -0.150 0.516
C -1.844 -0.023 4.851
C -0.789 0.900 4.251
C -1.410 2.142 3.615
P 0.239 0.086 2.908
C 0.695 -1.559 3.706
C 1.697 -1.580 4.856
C 1.111 -2.516 2.588
C 1.603 1.328 3.009
C 2.412 1.505 4.127
C 3.370 2.505 4.158
C 3.506 3.376 3.090
C 2.667 3.241 1.997
C 1.718 2.232 1.948
Si 0.600 2.006 0.416
C 1.761 2.104 -1.093
C 1.974 3.247 -1.846
C 2.854 3.232 -2.913
C 3.551 2.074 -3.209
C 3.344 0.925 -2.468
C 2.424 0.920 -1.428
P 2.062 -0.566 -0.399
C 3.849 -0.772 0.187
C 4.343 0.421 0.996
C 4.169 -2.060 0.943
C 1.882 -2.009 -1.586
C 0.760 -1.644 -2.553
C 3.086 -2.561 -2.347
C -0.721 3.371 0.291
C -0.453 4.722 0.423
C -1.450 5.661 0.227
C -2.720 5.239 -0.123
C -3.000 3.889 -0.246
C -2.014 2.937 -0.023
P -2.203 1.112 -0.205
C -3.885 0.546 0.445
C -5.029 1.552 0.539
C -3.722 -0.120 1.812
C -2.465 0.927 -2.054
C -1.248 1.479 -2.791
C -3.743 1.502 -2.654
H -2.600 0.566 5.368
H -1.402 -0.699 5.579
H -2.337 -0.616 4.086
H -0.094 1.213 5.041
H -1.890 1.880 2.670
H -0.652 2.892 3.398
H -2.150 2.587 4.275
H -0.270 -1.908 4.099
H 2.696 -1.306 4.520
H 1.743 -2.592 5.260
H 1.382 -0.921 5.663
H 1.802 -2.015 1.909
H 0.241 -2.840 2.014
H 1.588 -3.411 2.980
H 2.306 0.870 4.990
H 4.010 2.607 5.025
H 4.256 4.154 3.110
H 2.756 3.912 1.154
H 1.436 4.151 -1.598
H 3.006 4.122 -3.505
H 4.260 2.055 -4.023
H 3.908 0.038 -2.712
H 4.395 -0.780 -0.764
H 3.851 0.464 1.964
H 4.163 1.363 0.484
H 5.415 0.324 1.168
H 3.982 -1.936 2.007
H 5.227 -2.293 0.822
H 3.587 -2.907 0.586
H 1.509 -2.814 -0.929
H 1.103 -0.936 -3.307
H -0.069 -1.181 -2.004
H 0.378 -2.530 -3.053
H 3.387 -1.896 -3.154
H 2.801 -3.512 -2.796
H 3.936 -2.752 -1.698
H 0.546 5.046 0.682
H -1.240 6.715 0.326
H -3.501 5.962 -0.303
H -3.997 3.605 -0.528
H -4.156 -0.240 -0.276
H -4.771 2.376 1.202
H -5.898 1.043 0.958
H -5.321 1.952 -0.427
H -3.711 0.624 2.604
H -2.791 -0.692 1.850
H -4.546 -0.807 2.002
H -2.496 -0.165 -2.193
H -1.208 2.565 -2.718
H -1.294 1.210 -3.845
H -0.323 1.079 -2.375
H -3.792 2.579 -2.520
H -4.634 1.039 -2.238
H -3.739 1.297 -3.724
S -1.391 -2.222 0.208
S -2.524 -2.536 -1.342
S -0.580 -5.665 -1.138
S 0.873 -5.138 -0.007
```

---

What is the 2S+1 in the third record?
5

---

Among the records above, which one has the highest 2S+1?
C36H54O3P3RuS2Si